1.
C7H8N4OS in the gas phase. Source: the OMol25 dataset; level of theory: wB97M-V/def2-TZVPD.

```
21
Properties=species:S:1:pos:R:3:forces:R:3
H -1.733140 1.076258 -1.223666 0.601 -0.431 0.164
H 2.057163 -2.638273 -0.226503 0.437 0.069 -0.160
H -4.498276 1.355296 -0.742558 1.453 0.262 1.082
C 0.819732 0.949207 0.222994 0.936 -0.909 -1.564
C 2.573060 -0.513781 -0.376435 1.832 -0.543 -1.549
S -3.556160 1.716197 0.261257 -0.811 -0.287 -0.927
H 2.777242 1.772275 -0.252119 -0.808 -2.082 -0.742
H -2.429951 -0.462229 2.292642 -0.509 -0.716 -0.926
O -3.784536 -1.705780 -1.458734 -0.253 -0.721 0.463
C -0.076406 -0.125946 0.401379 1.439 0.935 -0.180
N -3.233138 -1.199985 -0.504596 1.755 2.703 0.557
N -2.145247 -0.817548 1.366593 1.379 0.906 2.310
N -1.419009 0.242823 0.722385 1.079 -1.582 0.412
C 2.150136 0.802180 -0.291520 -1.731 1.130 2.558
C 1.752598 -1.609266 -0.127389 -1.713 1.035 0.239
H 3.561933 -0.707957 -0.843414 -0.508 0.056 0.767
N -3.003988 -1.582031 0.670095 -1.354 -0.971 -1.380
H -0.183983 -2.417394 0.376289 0.554 2.430 -0.183
C 0.389776 -1.413030 0.225448 0.463 -2.724 0.324
H 0.425215 1.927647 0.250600 -0.427 1.033 0.516
C -2.102607 0.774131 -0.253851 -3.815 0.409 -1.780
```
Positions in Å, forces in eV/Å.

Values from the calculation:
HOMO-LUMO gap (spin up / spin down): 0.2858 / 0.2859 hartree
M: 196.235 g/mol
Charge: 0
HOMO energy (spin up / spin down): -8.03 / -8.03 eV
Relative energy (zero: lowest compared OMol25 entry of this formula, charge and spin): 148.8 kcal/mol
E: -26225.1871 eV
2S+1: 1

2.
CH2Cl3OP in the gas phase. Source: the OMol25 dataset; level of theory: wB97M-V/def2-TZVPD.

```
8
Properties=species:S:1:pos:R:3:forces:R:3
C -1.059895 0.077750 -0.004501 2.257 -1.389 1.746
Cl -1.313427 1.642346 -0.682324 0.145 0.279 -0.161
Cl -1.248966 -1.214125 -1.198808 -0.063 0.086 -0.254
H 1.817084 -0.721686 -1.179314 -0.018 -0.186 0.139
P 0.988155 -0.411054 0.852948 -2.649 0.943 -1.266
H 1.139745 0.906764 1.331770 -0.083 0.043 0.330
O 1.820651 -0.052604 -0.486683 0.509 0.089 -0.496
Cl -2.143345 -0.227394 1.366914 -0.099 0.135 -0.038
```
Positions in Å, forces in eV/Å.

Values from the calculation:
HOMO-LUMO gap: 0.3474 hartree
SMILES: OPC(Cl)(Cl)Cl
M: 167.359 g/mol
Charge: 0
HOMO energy: -9.31 eV
Relative energy (zero: lowest compared OMol25 entry of this formula, charge and spin): 66.4 kcal/mol
E: -49972.1333 eV
2S+1: 1

3.
A molecular structure, C28H24BrI2N2OPtSi. Source: the OMol25 dataset; level of theory: wB97M-V/def2-TZVPD.

```
60
Properties=species:S:1:pos:R:3:forces:R:3
C -1.703802 -4.096577 0.031710 -0.012 -0.105 -0.035
C 0.827114 -3.018876 -0.421298 -0.063 -0.593 -0.405
C -3.010215 -4.620847 0.228750 0.133 0.017 -0.027
C -4.109260 -3.818983 0.140666 -0.028 0.167 -0.045
H 3.426237 -1.635021 -0.670784 0.018 0.016 -0.063
H 6.212373 1.592117 -0.406595 -0.039 -0.008 -0.028
C -2.693100 1.106158 2.136885 -0.489 0.039 -0.205
N -0.071371 -0.284138 2.294270 0.544 -1.168 -0.138
H 2.731637 -4.010092 4.971781 -0.045 0.062 -0.040
H 3.290973 5.429498 -0.496987 -0.056 -0.056 0.000
C 2.332135 -3.054668 3.070808 -0.088 0.101 -0.062
H -3.116753 -5.682905 0.428286 0.013 0.068 -0.014
C 0.661206 -1.242943 3.010956 -0.176 0.175 -0.038
C 1.253969 -2.432877 5.088764 -0.014 0.071 -0.147
H 1.759994 -1.966356 1.328363 0.097 0.130 0.155
Br -2.564181 -0.180168 -1.037608 0.028 0.094 -0.270
C -2.714813 -1.942663 -0.362125 0.300 0.026 0.124
C 2.811868 1.582121 -0.505690 -0.003 -0.308 -0.015
H -1.967177 1.994374 4.919103 0.104 -0.170 -0.035
C 0.650964 -4.424268 -0.318997 0.146 0.279 -0.150
C -0.205682 -2.138361 -0.255338 -0.385 0.065 1.261
H 5.769190 -0.835688 -0.551507 -0.026 0.009 0.026
H -0.178789 -0.879281 4.972082 -0.042 -0.016 0.027
H -2.677887 1.568907 1.145903 -0.016 -0.074 0.164
H -5.101392 -4.228307 0.285859 0.008 0.013 0.005
C 1.622573 2.428499 -0.481721 0.017 -0.179 -0.141
H -1.961941 0.227452 5.106816 0.095 0.182 -0.043
H 0.898905 2.603429 2.864794 -0.129 0.056 -0.022
H 1.089524 -2.551439 6.155071 -0.011 0.028 -0.020
N 2.595987 0.232345 -0.595548 0.032 0.444 -0.067
H -0.635341 3.446595 3.201771 0.118 -0.103 -0.125
C 1.607545 -2.086443 2.387331 0.068 0.165 0.133
C 4.957053 -0.119971 -0.539048 0.014 -0.200 0.000
H 1.513026 -5.075906 -0.416381 -0.014 0.044 0.007
C -0.567495 -4.948906 -0.019570 -0.182 0.006 0.026
C 4.120485 2.130377 -0.460593 -0.092 0.012 -0.007
H 1.822755 -2.634939 -0.585167 0.055 -0.065 0.127
C 1.874500 3.805931 -0.531394 0.154 -0.042 0.021
H -0.231355 2.951184 1.539497 0.047 -0.064 0.246
C 2.171005 -3.250544 4.437544 -0.092 0.112 -0.060
C -3.964319 -2.453934 -0.206543 -0.215 -0.313 0.087
Pt 0.127907 -0.232430 0.138991 0.253 0.610 -0.456
C 0.523780 -1.465317 4.407843 0.006 -0.041 -0.203
C 4.266298 3.544345 -0.429071 0.034 -0.217 -0.040
H 3.035573 -3.670886 2.514278 -0.067 0.074 0.027
H -3.351184 1.708449 2.781484 0.094 -0.128 -0.136
H -0.465782 1.162577 5.366750 -0.173 0.004 -0.067
H -3.122821 0.100796 2.039796 0.000 0.174 0.009
C -0.163665 2.659326 2.594786 0.207 0.472 -0.166
C -1.528902 -2.703741 -0.169806 -0.059 0.112 -0.202
C 3.627983 -0.572405 -0.611379 -0.049 0.138 0.062
I 0.247927 5.092940 -0.692113 -0.052 0.030 0.010
O 0.449083 1.916015 -0.470203 0.094 -0.056 0.459
C 5.198259 1.216229 -0.465631 0.046 0.191 0.040
H -0.696924 -6.013644 0.144267 -0.010 0.056 -0.013
Si -1.004720 1.034272 2.903817 0.107 -0.091 0.086
H -4.832858 -1.830016 -0.378476 0.048 -0.059 0.013
C 3.169621 4.353258 -0.489149 -0.345 -0.092 0.004
I 6.148379 4.447116 -0.331385 0.086 0.018 0.008
C -1.371999 1.084131 4.753185 0.008 -0.114 0.357
```
Positions in Å, forces in eV/Å.

Values from the calculation:
HOMO-LUMO gap: 0.2294 hartree
M: 961.389 g/mol
Charge: -1
HOMO energy: -4.13 eV
Relative energy (zero: lowest compared OMol25 entry of this formula, charge and spin): 42.4 kcal/mol
E: -131823.9462 eV
2S+1: 1

4.
2 unconnected molecules or ions with the total composition CH7NOS2. Source: the OMol25 dataset; level of theory: wB97M-V/def2-TZVPD.

```
12
Properties=species:S:1:pos:R:3:forces:R:3
N -2.184742 -2.006528 -0.711967 -0.095 -0.495 -0.259
H -3.278065 -0.745701 0.521255 -0.724 -0.288 -0.078
S 0.961314 1.756845 -0.118148 -0.130 0.341 -0.011
C -2.340930 -0.801913 -0.001084 0.933 0.827 0.732
H -2.259422 0.070324 -0.643543 0.005 0.003 -0.248
H -2.615965 -2.803154 -0.274705 -0.034 -0.096 0.140
S 1.931266 -0.068536 -0.007687 0.232 -0.585 0.154
H -1.223669 -2.222410 -0.941282 -0.019 0.192 -0.130
O -1.316842 -0.540208 0.997742 0.034 -0.236 -0.133
H -1.156440 -1.356187 1.489540 -0.083 0.150 -0.030
H -0.139867 1.212308 0.426880 -0.025 0.023 -0.049
H 2.956633 0.230096 -0.814891 -0.094 0.165 -0.088
```
Positions in Å, forces in eV/Å.

Values from the calculation:
HOMO-LUMO gap: 0.3180 hartree
SMILES: NCO.SS
M: 113.207 g/mol
Charge: 0
HOMO energy: -8.20 eV
Relative energy (zero: lowest compared OMol25 entry of this formula, charge and spin): 5.0 kcal/mol
E: -26358.0545 eV
2S+1: 1

5.
2 unconnected molecules or ions with the total composition C5H13N2O. Source: the OMol25 dataset; level of theory: wB97M-V/def2-TZVPD.

```
21
Properties=species:S:1:pos:R:3:forces:R:3
C 2.099519 1.521606 1.236506 2.038 0.300 0.660
H -0.974435 0.529637 1.179558 0.437 0.216 0.081
H 3.573745 1.146059 -0.140843 0.174 0.164 -0.279
C -0.782631 -0.958955 -0.819206 0.722 1.095 -0.173
H -2.727786 -2.908724 -2.951525 0.149 0.426 -0.092
H 4.164469 1.615541 1.383296 -1.171 0.048 -1.077
H -1.671012 -1.558154 0.839364 -0.048 0.798 -0.320
H -0.824192 -3.037392 -1.444529 -0.263 0.171 -0.042
H -0.850470 2.207600 1.490326 -0.375 0.542 -0.053
H -2.892412 -1.073483 -2.565690 -0.028 0.093 -0.436
C 0.899038 1.427215 0.687749 -0.599 -0.349 0.407
H -0.092206 1.173411 2.532999 -0.381 0.160 -1.198
C -2.345642 -2.001535 -2.482154 0.715 -0.390 1.740
O -1.528551 -0.697471 0.383808 -0.177 -1.171 1.006
N -0.346120 1.338372 1.524210 1.405 -0.647 1.122
H 0.660581 1.296197 -0.331458 0.041 0.259 -0.956
N 3.400676 1.711632 0.674045 -1.172 -0.712 1.449
H 2.154452 1.481412 2.323046 -0.168 0.333 0.020
H 0.299202 -1.131490 -0.589722 -0.820 0.106 -0.050
H -0.875163 0.001276 -1.346052 0.122 -0.379 -0.215
C -1.341063 -2.082755 -1.583734 -0.599 -1.063 -1.597
```
Positions in Å, forces in eV/Å.

Values from the calculation:
HOMO-LUMO gap: 0.3713 hartree
M: 117.172 g/mol
Charge: +1
HOMO energy: -13.14 eV
Relative energy (zero: lowest compared OMol25 entry of this formula, charge and spin): 63.7 kcal/mol
E: -10415.4336 eV
2S+1: 1

6.
A molecular structure, CH4BrClSi. Source: the OMol25 dataset; level of theory: wB97M-V/def2-TZVPD.

```
8
Properties=species:S:1:pos:R:3:forces:R:3
Si -0.338174 0.222608 0.933653 1.694 1.518 0.526
Cl 1.511578 -1.490479 -0.642429 2.802 -2.367 -0.065
H 0.991780 0.567210 1.676332 -1.078 -1.057 0.069
C 0.371474 -0.364893 -0.674800 -4.016 1.180 -1.949
Br 0.690064 1.212795 -1.786749 0.172 -0.709 0.048
H -1.089523 -1.389210 -1.685315 1.383 1.340 1.217
H -0.608437 1.599033 0.676449 -0.853 0.882 -0.247
H -1.528762 -0.357063 1.502858 -0.104 -0.787 0.401
```
Positions in Å, forces in eV/Å.

Values from the calculation:
HOMO-LUMO gap (spin up / spin down): 0.3242 / 0.3008 hartree
M: 159.486 g/mol
Charge: 0
HOMO energy (spin up / spin down): -9.72 / -8.90 eV
Relative energy (zero: lowest compared OMol25 entry of this formula, charge and spin): 150.8 kcal/mol
E: -91539.3651 eV
2S+1: 1

7.
2 unconnected molecules or ions with the total composition C2F7O. Source: the OMol25 dataset; level of theory: wB97M-V/def2-TZVPD.

```
10
Properties=species:S:1:pos:R:3:forces:R:3
F -0.908313 0.572523 -2.031490 2.096 -0.258 0.200
C 0.237678 -0.000292 -1.935008 -2.958 -0.251 -0.077
F 2.454330 0.095259 -1.628717 -0.521 -0.494 -0.101
F -0.021749 -0.069086 0.736178 -0.124 0.015 0.442
C -0.713175 -0.095074 1.953089 -0.367 1.229 -1.504
F -0.299497 0.921407 2.664872 -0.057 -0.192 -0.069
F -1.993348 0.040106 1.630696 0.443 -0.104 0.341
F -0.471879 -1.216486 2.511986 0.138 -0.968 0.610
F 0.213454 -1.228692 -2.064165 0.777 -0.384 0.032
O 1.232532 0.733112 -1.726178 0.573 1.407 0.126
```
Positions in Å, forces in eV/Å.

Values from the calculation:
HOMO-LUMO gap: 0.4209 hartree
M: 173.007 g/mol
Charge: +1
HOMO energy: -18.85 eV
Relative energy (zero: lowest compared OMol25 entry of this formula, charge and spin): 0.0 kcal/mol
E: -23130.4726 eV
2S+1: 1

8.
C18H20N2O4 in the gas phase. Source: the OMol25 dataset; level of theory: wB97M-V/def2-TZVPD.

```
44
Properties=species:S:1:pos:R:3:forces:R:3
C 0.642796 1.959779 -0.689216 -1.519 -0.594 0.424
C 3.736647 -1.222665 1.141413 -0.719 0.750 -0.546
H -6.122903 0.080169 0.431144 0.420 -1.302 -1.036
H 4.132614 -0.850507 2.058794 1.220 -0.390 0.380
H -1.345396 -0.527305 2.009907 0.021 -1.706 2.307
C 2.786273 -2.226130 1.182503 0.252 -0.268 1.161
H 1.004067 -1.804318 -1.627169 -0.531 0.525 -0.815
C -1.060219 1.115596 0.889011 1.206 -2.607 -0.267
O -1.521504 2.938007 2.318895 -1.352 0.214 0.275
H 2.148532 0.228767 -2.923246 0.214 0.761 0.932
H 3.625740 1.006509 -2.364386 -0.473 -0.131 0.280
C 1.860154 -2.337771 0.191453 -2.678 -1.584 -1.244
C -2.861112 -0.639783 0.341194 1.525 0.463 3.114
C -4.091763 -0.312619 0.792408 -3.281 1.801 0.899
C 2.629477 0.677756 -1.996750 0.706 -3.519 -1.487
C 1.914710 1.927580 -1.545258 0.093 -0.057 1.233
H 1.518351 2.334317 -2.458829 0.090 0.838 -0.500
C -2.768644 -1.287993 -0.805967 2.007 -2.066 -3.406
C 1.766439 -1.543398 -0.938470 3.034 0.558 1.531
C 3.771089 -0.439285 -0.021491 1.123 -0.147 -1.818
H -0.873152 -0.752009 0.314551 1.287 -1.875 -0.179
C -5.078800 -1.157776 -1.292629 -0.431 2.157 3.714
C -1.067634 1.847339 2.202162 4.509 1.398 1.563
H 0.094871 2.064453 3.849843 -0.671 0.042 -0.538
H -3.718253 -1.888295 -2.741581 0.457 -0.097 1.198
H 4.642265 0.155020 -0.464816 -1.163 -0.175 2.001
O 2.713432 -3.106660 2.248188 -0.793 -1.265 -1.128
H 0.742079 0.039938 0.128661 -0.558 0.964 0.408
C -5.243746 -0.476451 0.005796 1.635 -0.461 -0.751
O -0.111695 1.399650 3.169197 -1.122 -0.742 -1.293
C -1.520891 -0.350061 1.015425 -2.383 2.076 -1.624
H -4.304254 0.226787 1.733747 0.725 -0.315 -0.387
O -0.071835 2.946402 -0.772366 0.694 0.329 -0.029
N 2.921830 2.722602 -0.828087 -0.964 1.094 1.427
C -3.801280 -1.520931 -1.692296 -1.979 -0.130 -1.062
H 1.016244 -3.073248 0.318067 1.068 0.466 0.029
H -6.037520 -1.268866 -1.720333 -0.374 -0.440 -1.559
H 2.222596 -3.922683 1.887333 1.051 1.867 1.057
H -1.762203 -1.684455 -1.026808 -0.569 0.323 -0.478
H 3.569252 3.110037 -1.471073 0.714 0.294 -0.676
H -1.683486 1.744406 0.360155 -1.359 0.948 -1.690
N 0.187591 0.911573 0.091485 1.276 1.632 0.301
H 2.569439 3.538375 -0.260421 0.026 -1.361 -1.046
C 2.829808 -0.581848 -1.040150 -2.431 1.731 -0.679
```
Positions in Å, forces in eV/Å.

Values from the calculation:
HOMO-LUMO gap: 0.3468 hartree
SMILES: N[C@@H](Cc1ccc(O)cc1)C(=O)N[C@@H](Cc1ccccc1)C(=O)O
M: 328.368 g/mol
Charge: 0
HOMO energy: -8.87 eV
Relative energy (zero: lowest compared OMol25 entry of this formula, charge and spin): 109.1 kcal/mol
E: -30157.6559 eV
2S+1: 1